Entry from the OMol25 dataset: a structure of composition C44H59AsBrGeIN2OsPSi3 at a distorted geometry (wB97M-V/def2-TZVPD).

Output
total charge: +4
max |F|: 0.0240 hartree/bohr
electronic energy: -280415.4983 eV
ΔE to the lowest compared entry with this formula, charge and spin: 0.000 eV
2S+1: 6
E_LUMO (spin up / spin down): -10.4349 / -12.2557 eV

Element x y z (Å)
1 Os 1.27502 -1.24476 -0.16499
2 C 2.79798 -0.25917 5.35360
3 Si 3.33978 -0.32266 3.56730
4 C 3.60026 1.38871 2.84466
5 C 4.63181 -1.59879 3.09729
6 Ge 1.21860 -1.38728 2.20892
7 Si -0.93660 -0.61594 3.45493
8 C -0.90888 1.25503 3.25695
9 C -0.95414 -1.19186 5.23505
10 C -2.20307 -1.49628 2.37431
11 Si 1.30064 -3.96353 3.24044
12 C -0.41957 -4.68222 3.09665
13 C 2.59637 -4.64080 2.06920
14 C 1.84283 -3.71562 5.01152
15 H 3.59543 0.20420 5.94449
16 H 2.61244 -1.24212 5.78257
17 H 1.90499 0.35446 5.48439
18 H 4.61971 1.70103 3.09305
19 H 2.91962 2.11248 3.29597
20 H 3.49057 1.43939 1.76162
21 H 5.61734 -1.12863 3.04066
22 H 4.42710 -2.06140 2.13065
23 H 4.68777 -2.38241 3.85484
24 H -0.06849 1.70545 3.78902
25 H -1.82694 1.67339 3.67828
26 H -0.85071 1.54509 2.20739
27 H -0.05428 -0.92213 5.78866
28 H -1.09987 -2.27024 5.30877
29 H -1.79865 -0.71622 5.74321
30 H -1.84101 -1.61039 1.35218
31 H -3.15252 -0.95606 2.34413
32 H -2.40717 -2.48973 2.77584
33 H -0.90432 -4.45535 2.14850
34 H -1.06187 -4.34475 3.91140
35 H -0.34408 -5.77148 3.17808
36 H 2.40101 -4.35263 1.03539
37 H 2.59102 -5.73392 2.12128
38 H 3.59665 -4.30372 2.34298
39 H 1.26679 -2.94297 5.52029
40 H 2.90480 -3.48426 5.09625
41 H 1.67036 -4.65441 5.54857
42 Br 1.57670 -4.16708 -3.58088
43 C 0.07610 -5.26099 -3.20875
44 C -0.23389 -6.30030 -4.07182
45 C -1.31630 -7.12315 -3.79538
46 C -2.09491 -6.91309 -2.66749
47 C -1.79694 -5.87299 -1.79896
48 C -0.71316 -5.06566 -2.08303
49 I -0.27679 -3.52216 -0.66854
50 H 0.37043 -6.46322 -4.95370
51 H -1.54779 -7.93497 -4.47143
52 H -2.94089 -7.55269 -2.45697
53 H -2.40786 -5.70086 -0.92232
54 N 4.98743 -2.35546 -1.71627
55 C 5.31533 -1.12883 -1.19952
56 C 4.27502 -0.77107 -0.40206
57 N 3.32347 -1.78075 -0.42990
58 C 3.78716 -2.71599 -1.25155
59 H 5.56852 -2.90585 -2.33396
60 H 6.24117 -0.62441 -1.41767
61 H 4.15618 0.10605 0.21093
62 H 3.29899 -3.64587 -1.49616
63 C -1.82412 0.91038 -0.91324
64 C -2.36543 1.86851 -1.97703
65 As -2.19092 3.82813 -1.66173
66 C -3.29770 4.20532 -0.11904
67 C -4.51595 4.86462 -0.27426
68 C -5.32628 5.03956 0.83690
69 C -4.90399 4.61827 2.09120
70 C -3.65914 4.01661 2.24860
71 C -2.84779 3.82054 1.14588
72 C -3.02228 4.64405 -3.20148
73 C -2.49920 5.82787 -3.71350
74 C -3.15439 6.47886 -4.74688
75 C -4.32526 5.94162 -5.26560
76 C -4.84701 4.76291 -4.74629
77 C -4.19010 4.09066 -3.72877
78 P -0.00688 0.55533 -0.95131
79 C 0.76199 2.19278 -0.77325
80 C 1.16649 2.60390 0.49617
81 C 1.66740 3.88451 0.68976
82 C 1.79592 4.75372 -0.38526
83 C 1.42304 4.34034 -1.65818
84 C 0.89273 3.06984 -1.85590
85 C 0.39426 0.00937 -2.63383
86 C 1.71675 0.17840 -3.07194
87 C 2.08646 -0.25072 -4.33790
88 C 1.15144 -0.85831 -5.16487
89 C -0.15074 -1.06083 -4.71975
90 C -0.52851 -0.64559 -3.45508
91 H -2.31643 -0.06136 -1.01527
92 H -2.06226 1.27394 0.09058
93 H -3.44097 1.70390 -2.05928
94 H -1.93238 1.67384 -2.95949
95 H -4.84041 5.22907 -1.23930
96 H -6.28511 5.52681 0.72152
97 H -5.53518 4.78432 2.95397
98 H -3.31533 3.73498 3.23502
99 H -1.84944 3.41112 1.26445
100 H -1.58453 6.24537 -3.30931
101 H -2.74888 7.39588 -5.15125
102 H -4.82924 6.43706 -6.08436
103 H -5.77619 4.36149 -5.12854
104 H -4.61175 3.17561 -3.33176
105 H 1.09168 1.91284 1.32837
106 H 1.96168 4.20465 1.68120
107 H 2.19877 5.74611 -0.23265
108 H 1.55363 5.00733 -2.50087
109 H 0.63659 2.74460 -2.85835
110 H 2.44006 0.68150 -2.43843
111 H 3.09760 -0.08444 -4.68682
112 H 1.43877 -1.17846 -6.15785
113 H -0.87326 -1.53690 -5.36960
114 H -1.54297 -0.81813 -3.11420